Below is a 7-piece molecular cluster, C55H89F17I2N2O8Si overall, with properties calculated with ωB97M-V with the def2-TZVPD basis set.

gap between HOMO and LUMO	7.04	eV
net charge	0
SMILES string	C#CCc1c(CC(=O)I)c([C@H](I)CC)c(CCO[Si](C)(C)C)c2nc(CCC(F)(F)C(F)(F)C(F)(F)C(F)(F)C(F)(F)C(F)(F)C(F)(F)C(F)(F)F)cnc12.CCOCC.CCOCC.CCOCC.CCOCC.CCOCC.CCOCC
HOMO	-8.325	eV
relative energy (zero: lowest compared OMol25 entry of this formula, charge and spin)	17.154	eV

XYZ file:
```
174
Properties=species:S:1:pos:R:3:forces:R:3
C -5.786981 -5.683069 3.653621 3.78 6.28 0.66
C -5.206792 -4.494371 3.554429 -2.29 -5.41 0.73
C -4.370089 -3.098887 3.426422 0.11 -1.43 -0.92
C -4.427250 -2.502651 1.901573 -0.89 1.69 -2.10
C -5.490836 -1.373715 1.496937 2.94 -1.92 -1.00
C -6.481081 -0.961212 2.689742 0.40 -0.76 -0.80
C -7.518476 -2.202305 2.985701 -1.48 1.07 5.53
O -8.056285 -2.273518 4.138338 2.55 0.24 -5.64
I -8.052426 -3.693197 1.493052 0.25 0.84 0.38
C -5.520230 -0.751724 0.004955 2.73 -3.16 -0.04
C -6.587171 0.396373 -0.330911 1.63 0.72 1.34
I -8.539972 -0.399086 -1.027672 1.00 0.56 0.37
C -6.051187 1.624629 -1.231907 -0.20 0.57 -0.31
C -4.605965 2.212939 -0.774536 -0.19 0.56 -0.26
C -4.473541 -1.368193 -1.043081 -0.97 0.21 2.45
C -4.446545 -0.868077 -2.599864 -0.41 0.05 0.17
C -5.841329 -1.250983 -3.389009 1.87 0.71 -0.16
O -6.248889 -2.544518 -2.871462 -1.27 0.83 -2.17
Si -7.456619 -3.330014 -3.838561 -0.27 -1.62 0.09
C -7.593308 -2.727679 -5.649910 0.70 0.63 -1.18
C -7.027539 -5.230782 -3.941730 -0.68 -0.62 -0.19
C -9.242290 -3.267830 -3.086147 0.43 0.81 1.06
C -3.418823 -2.508380 -0.605321 -0.27 0.12 0.28
N -2.499136 -2.964033 -1.634829 1.03 -2.42 4.24
C -1.575638 -3.971912 -1.193747 -2.42 0.88 1.71
C -0.500373 -4.540254 -2.244391 -1.28 0.65 0.04
C 0.477621 -3.323992 -2.665095 -0.20 -0.44 -0.67
C 1.959239 -3.389533 -2.043226 0.41 -1.04 -1.70
F 2.852401 -2.830629 -3.063623 -1.82 -0.97 3.01
F 2.433852 -4.765391 -1.868156 -1.32 3.40 -0.31
C 2.125632 -2.685595 -0.599672 2.18 -2.24 0.42
F 3.507141 -2.943032 -0.189389 -3.72 1.23 -1.33
F 1.308003 -3.429437 0.325790 1.66 2.31 -2.26
C 1.884996 -1.088367 -0.581066 1.23 1.84 -0.86
F 3.165387 -0.495878 -0.204514 -3.89 -1.32 -0.69
F 1.588665 -0.522480 -1.888892 0.65 -1.84 3.23
C 0.670764 -0.603071 0.385446 -0.25 -0.83 1.24
F 1.101438 -0.920865 1.740414 -1.39 0.77 -3.41
F -0.581374 -1.280452 0.069242 3.86 1.68 0.98
C 0.344834 0.974929 0.311903 -1.14 1.22 -2.03
F 1.472867 1.821676 0.061490 -2.71 -2.39 0.92
F -0.557267 1.166369 -0.823050 2.51 -0.67 2.88
C -0.477640 1.519865 1.613166 -2.20 0.95 -0.86
F -1.352337 0.527612 2.191254 2.72 2.43 -1.52
F -1.366140 2.556701 1.091283 2.32 -2.73 1.55
C 0.443804 2.246706 2.723672 0.00 1.09 1.22
F 1.729538 1.649505 2.928800 -3.34 1.72 -1.02
F 0.519256 3.648722 2.360080 0.41 -3.96 1.00
C -0.307751 2.197416 4.183150 0.18 0.63 2.88
F -0.179338 0.889907 4.809142 -0.77 3.91 -2.19
F -1.664400 2.641596 4.132164 3.89 -1.68 0.00
F 0.380384 3.112414 5.085788 -1.92 -2.59 -2.72
C -1.623677 -4.542657 0.272045 -0.94 0.79 0.35
N -2.500224 -4.158133 1.353708 1.00 2.00 -6.63
C -3.370101 -3.105747 0.844833 -2.11 1.47 0.88
H -6.092087 -6.701101 4.099664 0.50 2.32 -1.29
H -3.270807 -3.405776 3.675093 -2.02 0.54 -0.70
H -4.664152 -2.327104 4.222617 0.02 -1.33 -1.33
H -7.155840 -0.055354 2.502838 0.99 -1.34 -0.03
H -5.851393 -0.694769 3.636414 -1.47 -0.78 -1.55
H -6.860025 0.897967 0.688714 0.45 -1.12 -1.88
H -6.831056 2.488284 -1.127507 1.29 -1.72 -0.17
H -5.988566 1.394381 -2.355530 -0.33 0.09 1.82
H -3.842071 2.186327 -1.656022 -1.36 -0.10 1.65
H -4.775560 3.340851 -0.534794 0.55 -2.07 -0.17
H -4.156846 1.652191 0.129136 -0.75 0.99 -1.45
H -3.620638 -1.365208 -3.223245 -1.11 0.47 1.51
H -4.223959 0.277261 -2.667037 -0.57 -2.11 0.27
H -5.518963 -1.288625 -4.513523 -0.69 -0.15 1.90
H -6.634882 -0.421312 -3.322955 0.98 -1.41 0.26
H -6.699228 -3.091083 -6.310291 -1.54 0.59 1.23
H -7.555183 -1.573932 -5.689770 -0.37 -1.74 -0.14
H -8.560528 -3.121900 -6.153823 1.54 0.75 0.97
H -6.524208 -5.507281 -4.951531 -0.52 0.45 1.91
H -6.455973 -5.611128 -3.020009 -0.66 0.48 -1.56
H -8.056059 -5.788535 -3.958599 1.80 0.93 0.09
H -9.084478 -3.280165 -1.927848 -0.57 -0.20 -1.98
H -9.914156 -4.139278 -3.432094 1.07 1.56 0.51
H -9.661767 -2.222931 -3.334272 0.21 -1.74 0.32
H 0.024731 -5.485117 -1.858988 -0.68 1.65 -0.45
H -1.099661 -4.841018 -3.199828 1.09 0.55 1.78
H 0.594677 -3.369375 -3.823392 0.14 0.18 2.16
H -0.087800 -2.330862 -2.426897 1.38 -1.73 -0.32
H -0.849199 -5.378525 0.520716 -1.59 1.67 -0.43
C 3.836769 3.687368 4.745899 -0.09 0.09 0.04
C 5.303587 3.665320 5.143437 -0.10 0.04 0.00
O 5.732795 4.854390 5.795820 0.09 0.08 -0.07
C 5.069363 5.184249 7.010823 0.01 -0.07 0.03
C 5.208314 4.119364 8.085094 0.07 -0.14 0.01
H 3.630672 4.540989 4.091332 0.04 -0.12 0.03
H 3.571311 2.767013 4.218659 0.08 0.11 0.05
H 3.180337 3.775274 5.613401 0.00 -0.09 -0.02
H 5.910652 3.569214 4.239392 0.08 0.19 0.16
H 5.530962 2.791536 5.761520 -0.07 -0.03 0.04
H 4.016425 5.413062 6.815571 -0.04 -0.07 0.03
H 5.524584 6.111561 7.372260 0.06 -0.10 -0.24
H 4.763799 3.169755 7.780332 -0.07 0.06 0.05
H 4.714166 4.441434 9.005589 0.05 0.00 -0.08
H 6.264113 3.931293 8.302146 -0.10 0.06 -0.01
C 4.008464 2.317032 -3.892483 0.07 0.09 -0.09
C 3.112921 1.123690 -4.182533 0.12 0.06 -0.02
O 3.067984 0.769023 -5.559433 -0.16 0.01 -0.12
C 4.305709 0.402867 -6.157815 0.00 -0.05 0.09
C 4.963269 -0.799007 -5.501406 -0.03 -0.09 0.11
H 3.682240 3.188981 -4.469052 0.00 -0.10 0.10
H 3.977413 2.566710 -2.828030 -0.03 -0.03 -0.10
H 5.048642 2.120515 -4.158185 0.00 -0.03 0.09
H 2.089381 1.374462 -3.891391 0.01 -0.10 -0.23
H 3.401702 0.258408 -3.578526 0.09 0.01 0.01
H 4.983865 1.262521 -6.177639 0.06 -0.02 0.05
H 4.086981 0.158728 -7.202197 -0.19 0.11 0.14
H 5.210970 -0.609619 -4.454993 0.07 0.02 -0.06
H 5.887941 -1.058779 -6.023763 -0.08 0.03 0.02
H 4.292308 -1.662984 -5.527119 0.07 0.08 -0.03
C -7.832025 1.385917 7.869371 0.01 0.17 -0.03
C -7.082479 0.373895 7.018440 -0.14 0.01 0.08
O -6.449707 0.947200 5.879728 0.06 -0.03 -0.26
C -5.470926 1.947876 6.136184 -0.01 -0.07 0.06
C -4.306975 1.454982 6.978819 0.04 -0.11 0.07
H -8.588793 1.903195 7.270390 0.06 -0.11 0.07
H -8.326647 0.886746 8.707314 0.04 0.02 -0.11
H -7.165714 2.146203 8.281026 -0.01 -0.05 0.08
H -7.795365 -0.363440 6.640377 0.18 0.09 -0.20
H -6.353646 -0.180973 7.616938 0.03 0.05 0.07
H -5.940599 2.827797 6.587969 0.03 -0.01 0.08
H -5.090016 2.268025 5.161181 -0.19 -0.15 0.01
H -4.628472 1.127293 7.969404 0.03 0.10 -0.01
H -3.569634 2.251330 7.111342 -0.06 -0.06 -0.04
H -3.818883 0.603195 6.495215 -0.02 0.10 0.01
C 6.844083 -6.647229 2.619303 0.02 0.03 0.14
C 5.646159 -6.899849 1.718487 0.02 0.04 0.10
O 4.397125 -6.784490 2.389190 -0.10 -0.13 0.00
C 4.107744 -5.519199 2.972305 0.08 0.07 -0.04
C 4.078529 -4.381420 1.966198 -0.01 -0.29 0.08
H 6.836440 -7.338596 3.468424 0.01 0.05 -0.14
H 7.775205 -6.783890 2.062025 -0.10 -0.02 0.04
H 6.843780 -5.633477 3.023652 0.05 0.01 -0.08
H 5.702408 -7.923293 1.338501 -0.23 0.06 0.10
H 5.667090 -6.244410 0.842464 0.05 0.08 0.01
H 4.810311 -5.309213 3.785787 0.05 0.04 -0.02
H 3.119378 -5.607791 3.433920 0.12 -0.21 -0.10
H 5.044829 -4.242419 1.477149 -0.02 0.06 0.07
H 3.814434 -3.442953 2.461359 -0.01 -0.08 -0.03
H 3.343371 -4.583200 1.184835 0.16 -0.15 0.33
C 8.149972 9.497880 2.195555 -0.10 0.08 0.05
C 8.912057 8.217713 2.496908 -0.10 0.04 0.09
O 8.508612 7.588322 3.706737 0.15 0.03 0.03
C 7.145727 7.184682 3.785537 0.02 -0.05 0.09
C 6.748503 6.184426 2.713689 0.06 -0.05 -0.12
H 8.262809 10.212452 3.017566 0.03 -0.09 -0.11
H 8.524480 9.956624 1.275971 0.00 -0.04 0.10
H 7.081762 9.315661 2.065643 0.03 -0.01 -0.08
H 9.972386 8.458763 2.609583 -0.09 -0.14 0.18
H 8.843318 7.512914 1.662584 -0.07 0.02 -0.07
H 6.490794 8.062428 3.769384 -0.04 0.01 -0.12
H 7.014134 6.720209 4.767031 0.20 0.09 -0.14
H 6.853903 6.597771 1.708342 -0.09 0.01 0.02
H 5.706308 5.880812 2.844469 0.09 0.03 0.04
H 7.381933 5.293762 2.768853 -0.07 0.07 0.05
C 3.257964 2.243897 -9.963312 0.08 0.09 -0.06
C 2.362664 1.050092 -10.252017 0.08 0.09 -0.04
O 2.316798 0.694445 -11.628663 -0.12 -0.01 -0.09
C 3.554137 0.328753 -12.228018 -0.03 -0.03 0.07
C 4.213609 -0.872068 -11.571609 -0.02 -0.10 0.11
H 2.931231 3.115429 -10.540140 0.00 -0.11 0.10
H 3.227586 2.494245 -8.898957 -0.04 -0.03 -0.09
H 4.298120 2.047497 -10.229618 0.00 -0.02 0.08
H 1.339329 1.300254 -9.960475 0.03 -0.11 -0.22
H 2.652469 0.185247 -9.647365 0.08 0.00 0.04
H 4.231762 1.188723 -12.249134 0.06 -0.03 0.06
H 3.334107 0.083968 -13.271692 -0.18 0.11 0.16
H 4.462527 -0.681667 -10.525594 0.08 0.03 -0.06
H 5.137831 -1.131385 -12.094952 -0.09 0.03 0.03
H 3.543398 -1.736626 -11.595927 0.07 0.09 -0.04
```
Positions in Å, forces in eV/Å.